Entry P
The following is a quantum chemistry calculation of 2 unconnected molecules or ions with the total composition C3H8ClN, from the OMol25 dataset.

Calculated values
* HOMO-LUMO gap: 9.5 eV
* LUMO level: 0.5 eV

Each line ends with the natural charge from an NBO analysis.
Atoms and positions in Å:
1 C -0.248 -1.477 -0.248  -0.645
2 C -0.203 0.086 -0.350  -0.119
3 C -0.370 0.774 0.835  -0.429
4 H -0.990 -1.715 0.814  0.217
5 H -0.321 -1.949 -1.327  0.262
6 H 0.635 -1.581 0.517  0.214
7 H -0.770 0.361 -1.234  0.201
8 H 2.145 0.523 -0.261  0.420
9 H 0.704 1.335 -1.861  0.375
10 H 0.219 0.308 1.629  0.211
11 H -0.082 1.898 0.754  0.231
12 N 1.144 0.470 -0.864  -0.910
13 Cl -1.863 0.969 1.595  -0.030

Entry Q
The following is a quantum chemistry calculation of 2 unconnected molecules or ions with the total composition C3H8ClN, from the OMol25 dataset.

Calculated values
* HOMO-LUMO gap: 9.9 eV
* LUMO level: 1.0 eV

Each line ends with the natural charge from an NBO analysis.
Atoms and positions in Å:
1 C 0.102 1.359 0.005  -0.657
2 C -0.091 0.032 -0.516  -0.080
3 C 0.889 -0.801 0.141  -0.446
4 H 1.498 1.432 0.416  0.229
5 H -0.366 2.124 -0.802  0.237
6 H -0.384 1.516 1.071  0.222
7 H -0.187 -0.234 -1.546  0.211
8 H -1.532 -0.556 1.018  0.376
9 H -2.044 -1.390 -0.681  0.413
10 H 0.501 -0.819 1.093  0.205
11 H 0.675 -1.754 -0.023  0.227
12 N -1.515 -0.670 -0.043  -0.960
13 Cl 2.454 -0.239 -0.134  0.024

Entry R
The following is a quantum chemistry calculation of 2 unconnected molecules or ions with the total composition C3H8ClN, from the OMol25 dataset.

Calculated values
* HOMO-LUMO gap: 10.4 eV
* LUMO level: 1.0 eV

Each line ends with the natural charge from an NBO analysis.
Atoms and positions in Å:
1 C 2.266 -1.497 0.251  -0.401
2 C -1.276 0.406 -0.611  -0.400
3 C 2.474 -0.190 0.243  -0.239
4 N -1.263 1.208 0.621  -0.860
5 Cl 3.871 0.712 -0.085  0.017
6 H 1.340 -1.940 0.445  0.206
7 H 3.040 -2.370 0.099  0.202
8 H -1.206 2.197 0.547  0.357
9 H -2.088 0.689 -1.169  0.172
10 H -0.296 0.633 -1.220  0.193
11 H -1.302 -0.737 -0.248  0.192
12 H 1.676 0.404 0.558  0.212
13 H -2.121 1.028 1.146  0.349

Energy relative to the most stable one, in hartree: entry P 0.1155; entry Q 0.0867; entry R 0.0000

Entry P
The following is a quantum chemistry calculation of 2 unconnected molecules or ions with the total composition C2H3F3Si, from the OMol25 dataset.

Calculated values
* HOMO-LUMO gap: 11.1 eV
* LUMO level: 0.6 eV

Each line ends with the natural charge from an NBO analysis.
Atoms and positions in Å:
1 C -1.980 -0.154 0.158  0.257
2 C -1.440 -1.063 -0.431  0.269
3 F 1.004 0.643 -1.350  -0.662
4 F -2.607 0.965 0.460  -0.265
5 F -0.809 -2.171 -0.542  -0.256
6 Si 1.438 0.614 0.181  1.268
7 H 2.901 0.754 0.498  -0.180
8 H 1.206 -0.881 0.308  -0.233
9 H 0.287 1.293 0.717  -0.198

Entry Q
The following is a quantum chemistry calculation of 2 unconnected molecules or ions with the total composition C2H3F3Si, from the OMol25 dataset.

Calculated values
* HOMO-LUMO gap: 11.6 eV
* LUMO level: 1.0 eV

Each line ends with the natural charge from an NBO analysis.
Atoms and positions in Å:
1 C 0.332 1.519 -0.337  -0.216
2 C 0.136 0.313 -0.436  -0.261
3 F 4.117 1.625 -1.671  -0.662
4 F 4.075 0.500 -3.755  -0.656
5 F 1.807 0.706 -2.379  -0.642
6 Si 3.337 0.378 -2.258  2.189
7 H 0.685 2.529 -0.255  0.238
8 H 3.644 -0.883 -1.334  -0.228
9 H -0.332 -0.603 -0.142  0.238

Energy relative to the most stable one, in hartree: entry P 0.2173; entry Q 0.0000

Entry P
The following is a quantum chemistry calculation of 10 unconnected molecules or ions with the total composition C5H32N3O9, from the OMol25 dataset.

Calculated values
* net charge: +1
* HOMO-LUMO gap: 9.5 eV
* LUMO level: -2.6 eV

Each line ends with the natural charge from an NBO analysis.
Atoms and positions in Å:
1 C 2.999 1.769 1.163  -0.624
2 C 1.548 1.858 0.503  -0.070
3 C 0.459 1.620 1.523  -0.433
4 C -1.022 1.941 1.068  -0.266
5 N -3.793 1.437 0.539  -0.813
6 C -3.098 0.722 1.502  0.325
7 N -1.743 0.899 1.709  -0.587
8 N 1.508 0.865 -0.593  -0.733
9 H 3.334 0.821 1.668  0.254
10 H 3.173 2.625 1.758  0.229
11 H 3.744 1.810 0.327  0.208
12 H 1.491 2.917 0.149  0.222
13 H 0.451 0.547 2.022  0.254
14 H 0.740 2.153 2.435  0.240
15 H -0.988 1.751 -0.050  0.163
16 H -1.340 2.917 1.234  0.208
17 H -3.178 1.940 -0.056  0.379
18 H -4.661 1.235 -0.020  0.421
19 H -3.773 0.081 2.083  0.198
20 H 1.259 1.305 -1.565  0.477
21 H 2.452 0.202 -0.610  0.478
22 H 0.909 0.147 -0.406  0.451
23 H 2.131 -0.731 -4.625  0.476
24 H 1.733 0.635 -4.079  0.485
25 O 2.234 -0.200 -3.804  -0.965
26 H -2.281 -0.776 -4.350  0.500
27 H -1.820 -1.160 -2.935  0.482
28 O -1.507 -0.689 -3.743  -0.968
29 H -0.902 -0.775 -1.783  0.496
30 H -0.695 -1.340 -0.181  0.521
31 O -0.702 -0.592 -0.769  -1.003
32 H 0.162 -1.943 1.741  0.499
33 H -0.421 -3.315 1.634  0.478
34 O 0.148 -2.759 1.159  -0.976
35 H -0.471 0.925 -3.769  0.510
36 H -0.441 2.349 -3.200  0.481
37 O 0.119 1.666 -3.557  -0.987
38 H 3.032 -3.047 0.392  0.499
39 H 2.106 -1.754 0.523  0.473
40 O 2.907 -2.090 0.178  -0.969
41 H 1.013 -0.833 3.461  0.500
42 H 2.431 -1.238 3.449  0.475
43 O 1.850 -0.723 2.972  -0.986
44 H -2.021 -3.908 -2.126  0.489
45 H -3.414 -3.158 -1.916  0.490
46 O -2.426 -3.135 -1.826  -0.972
47 H -1.345 -1.671 3.973  0.494
48 H -1.224 -0.202 3.249  0.534
49 O -0.669 -1.095 3.549  -1.037

Entry Q
The following is a quantum chemistry calculation of 10 unconnected molecules or ions with the total composition C5H32N3O9, from the OMol25 dataset.

Calculated values
* net charge: +1
* HOMO-LUMO gap: 9.3 eV
* LUMO level: -2.7 eV

Each line ends with the natural charge from an NBO analysis.
Atoms and positions in Å:
1 C 2.904 0.771 2.683  -0.622
2 C 2.193 -0.417 2.035  -0.050
3 C 1.971 -0.115 0.554  -0.420
4 C 1.649 -1.370 -0.273  -0.211
5 N -1.796 -2.020 -1.239  -0.748
6 C -0.512 -1.731 -1.311  0.412
7 N 0.242 -1.775 -0.257  -0.544
8 N 0.927 -0.705 2.700  -0.880
9 H 3.061 0.632 3.757  0.217
10 H 2.293 1.674 2.610  0.209
11 H 3.882 0.966 2.237  0.208
12 H 2.827 -1.298 2.137  0.186
13 H 2.867 0.330 0.121  0.231
14 H 1.161 0.608 0.399  0.205
15 H 2.222 -2.211 0.121  0.209
16 H 1.962 -1.255 -1.306  0.209
17 H -2.347 -2.030 -2.078  0.416
18 H -2.231 -2.193 -0.339  0.442
19 H -0.080 -1.545 -2.266  0.237
20 H -0.190 -1.945 0.667  0.461
21 H 1.059 -0.814 3.699  0.374
22 H 0.291 0.057 2.532  0.383
23 H 0.583 3.488 -2.689  0.498
24 H 1.515 2.526 -1.900  0.524
25 O 0.570 2.807 -1.994  -1.002
26 H -0.840 -2.317 2.545  0.505
27 H -2.217 -2.074 1.762  0.510
28 O -1.400 -2.618 1.799  -0.997
29 H -0.943 4.568 0.302  0.496
30 H -0.306 3.382 -0.525  0.510
31 O -0.952 3.612 0.177  -1.002
32 H 3.844 2.566 -1.792  0.499
33 H 3.479 1.288 -2.558  0.497
34 O 3.139 1.910 -1.898  -0.960
35 H 1.376 -3.465 -3.859  0.484
36 H 1.218 -4.150 -2.518  0.487
37 O 1.164 -3.289 -2.945  -0.962
38 H -1.159 2.639 1.696  0.489
39 H -2.138 1.522 1.989  0.468
40 O -1.418 2.004 2.403  -0.976
41 H -3.374 -0.225 0.635  0.518
42 H -4.428 -1.040 1.447  0.495
43 O -3.552 -1.090 1.082  -1.010
44 H -1.777 0.968 -3.001  0.488
45 H -0.527 1.409 -2.258  0.511
46 O -1.206 0.692 -2.282  -0.987
47 H -2.227 0.889 -0.874  0.499
48 H -2.465 2.123 -0.004  0.504
49 O -2.834 1.240 -0.193  -1.011

Energy relative to the most stable one, in hartree: entry P 0.1645; entry Q 0.0000

Entry P
The following is a quantum chemistry calculation of C3H4NP in the gas phase, from the OMol25 dataset.

Calculated values
* HOMO-LUMO gap: 9.7 eV
* LUMO level: 0.2 eV

Each line ends with the natural charge from an NBO analysis.
Atoms and positions in Å:
1 C -0.357 0.874 0.347  -0.302
2 C 0.914 0.474 0.263  -0.487
3 C -1.154 -0.083 -0.410  0.072
4 N -0.549 -1.096 -0.923  -0.699
5 P 1.139 -1.099 -0.590  0.754
6 H -0.803 1.922 0.613  0.236
7 H 1.755 1.169 0.735  0.238
8 H -2.241 -0.143 -0.451  0.196
9 H 1.295 -2.019 0.414  -0.009

Entry Q
The following is a quantum chemistry calculation of C3H4NP in the gas phase, from the OMol25 dataset.

Calculated values
* HOMO-LUMO gap: 9.7 eV
* LUMO level: 0.4 eV

Each line ends with the natural charge from an NBO analysis.
Atoms and positions in Å:
1 C 0.734 0.259 0.870  -0.035
2 C 0.470 -0.967 0.382  -0.528
3 C -0.470 1.050 -0.813  -0.070
4 N 0.204 1.348 0.211  -0.436
5 P -0.429 -0.915 -1.186  0.431
6 H 1.321 0.441 1.758  0.206
7 H 0.825 -1.877 0.829  0.234
8 H -0.962 1.785 -1.427  0.197
9 H -1.692 -1.124 -0.625  0.002

Entry R
The following is a quantum chemistry calculation of 2 unconnected molecules or ions with the total composition C3H4NP, from the OMol25 dataset.

Calculated values
* HOMO-LUMO gap (spin up / spin down): 9.1 / 9.1 eV
* LUMO level (spin up / spin down): -0.4 / -0.4 eV

Each line ends with the natural charge from an NBO analysis.
Atoms and positions in Å:
1 C 0.037 -0.742 -0.592  0.211
2 C 0.965 0.168 -0.361  -0.608
3 C -0.844 -0.277 1.348  -0.154
4 N -0.946 -1.004 0.267  -0.495
5 P 0.531 0.930 1.274  0.513
6 H -0.123 -2.337 -1.742  0.074
7 H 1.798 0.246 -0.929  0.243
8 H -1.512 -0.566 2.065  0.207
9 H -0.383 1.923 1.231  0.011

Energy relative to the most stable one, in hartree: entry P 0.0047; entry Q 0.0000; entry R 0.1607

Entry P
The following is a quantum chemistry calculation of 2 unconnected molecules or ions with the total composition C2H2N2O3, from the OMol25 dataset.

Calculated values
* net charge: -2
* HOMO-LUMO gap: 6.5 eV
* LUMO level: 7.0 eV

Each line ends with the natural charge from an NBO analysis.
Atoms and positions in Å:
1 C 1.889 0.681 2.077  0.701
2 C -0.436 -0.647 -1.121  -0.261
3 N -1.587 -0.594 -1.579  -0.207
4 N -2.325 -0.603 -2.543  0.021
5 O -3.592 -0.980 -2.560  -0.721
6 O 1.391 -0.207 2.711  -0.770
7 O 1.476 1.749 1.697  -0.775
8 H 0.056 0.259 -0.512  0.166
9 H 3.128 0.342 1.830  -0.154

Entry Q
The following is a quantum chemistry calculation of a gas-phase ion, C2H2N2O3 (charge -2), from the OMol25 dataset.

Calculated values
* net charge: -2
* HOMO-LUMO gap: 6.6 eV
* LUMO level: 7.3 eV

Each line ends with the natural charge from an NBO analysis.
Atoms and positions in Å:
1 C 0.511 1.646 0.739  0.757
2 C 0.305 1.048 -0.712  -0.359
3 N -0.766 0.187 -0.981  -0.390
4 N -1.721 0.668 -1.687  0.046
5 O -2.638 -0.226 -2.082  -0.720
6 O -0.057 1.040 1.700  -0.804
7 O 1.341 2.579 0.787  -0.827
8 H 0.219 1.946 -1.523  0.127
9 H 1.325 0.732 -0.964  0.170

Energy relative to the most stable one, in hartree: entry P 0.0788; entry Q 0.0000

Entry P
The following is a quantum chemistry calculation of 2 unconnected molecules or ions with the total composition CH3NO4S, from the OMol25 dataset.

Calculated values
* HOMO-LUMO gap: 10.6 eV
* LUMO level: 0.1 eV

Each line ends with the natural charge from an NBO analysis.
Atoms and positions in Å:
1 C -0.191 -1.634 -1.038  0.622
2 N 0.348 0.459 -0.367  -0.534
3 O 0.962 -1.895 -0.906  -0.569
4 O -0.047 0.675 2.684  -0.871
5 O -0.610 2.776 1.579  -0.873
6 O -0.617 -0.358 -0.838  -0.361
7 S -0.826 1.372 1.709  1.686
8 H -0.943 -2.340 -1.325  0.158
9 H 0.715 1.130 -1.080  0.361
10 H 1.209 -0.184 -0.419  0.382

Entry Q
The following is a quantum chemistry calculation of 2 unconnected molecules or ions with the total composition CH3NO4S, from the OMol25 dataset.

Calculated values
* HOMO-LUMO gap: 10.0 eV
* LUMO level: -0.9 eV

Each line ends with the natural charge from an NBO analysis.
Atoms and positions in Å:
1 C 1.245 0.122 0.059  -0.291
2 N -0.092 -1.786 -0.129  0.374
3 O -1.039 -2.379 0.255  -0.257
4 O -1.024 2.100 0.496  -0.860
5 O -1.935 0.645 -1.232  -0.849
6 O 0.140 -0.598 0.577  -0.425
7 S -1.843 0.963 0.167  1.684
8 H 2.147 -0.126 0.624  0.194
9 H 1.010 1.178 0.177  0.225
10 H 1.392 -0.119 -0.995  0.204

Energy relative to the most stable one, in hartree: entry P 0.0000; entry Q 0.0388

Entry P
The following is a quantum chemistry calculation of 2 unconnected molecules or ions with the total composition C2H3F2NS, from the OMol25 dataset.

Calculated values
* HOMO-LUMO gap: 9.2 eV
* LUMO level: 0.2 eV

Each line ends with the natural charge from an NBO analysis.
Atoms and positions in Å:
1 C 0.354 0.008 0.990  0.036
2 C -0.187 0.880 -1.018  0.546
3 N 0.112 -1.244 0.740  -0.696
4 F -1.067 1.601 -0.401  -0.334
5 F 0.732 1.801 -1.400  -0.345
6 S -0.546 -0.353 -1.993  -0.204
7 H 0.710 0.577 1.850  0.197
8 H 0.215 -1.891 1.467  0.392
9 H -0.323 -1.380 -0.235  0.409

Entry Q
The following is a quantum chemistry calculation of 2 unconnected molecules or ions with the total composition C2H3F2NS, from the OMol25 dataset.

Calculated values
* HOMO-LUMO gap: 7.7 eV
* LUMO level: -0.9 eV

Each line ends with the natural charge from an NBO analysis.
Atoms and positions in Å:
1 C -2.121 1.119 -0.023  -0.061
2 C 1.554 -0.881 0.334  0.518
3 N -0.943 0.656 -0.584  -0.764
4 F 0.645 -1.743 0.789  -0.297
5 F 1.605 -1.174 -0.993  -0.309
6 S 2.394 0.150 1.188  0.084
7 H -2.096 1.025 1.045  0.094
8 H -0.093 0.286 -0.146  0.347
9 H -0.945 0.562 -1.610  0.388

Energy relative to the most stable one, in hartree: entry P 0.0000; entry Q 0.0062

Entry P
The following is a quantum chemistry calculation of C6H7ClS in the gas phase, from the OMol25 dataset.

Calculated values
* HOMO-LUMO gap: 8.7 eV
* LUMO level: 0.0 eV

Each line ends with the natural charge from an NBO analysis.
Atoms and positions in Å:
1 C -0.311 0.321 0.964  -0.126
2 C -0.106 1.311 -0.196  -0.404
3 C 0.237 0.296 -1.327  -0.389
4 C 0.133 -1.029 -0.524  -0.289
5 C 0.876 -0.662 0.789  -0.397
6 C -1.124 -0.770 0.305  -0.068
7 H -0.976 1.898 -0.375  0.223
8 H 0.696 2.010 -0.003  0.218
9 H -0.487 0.317 -2.151  0.219
10 H 1.229 0.441 -1.722  0.214
11 H 0.308 -1.969 -1.042  0.236
12 H 0.911 -1.447 1.541  0.232
13 H 1.900 -0.219 0.682  0.216
14 S -2.531 -1.488 0.545  0.111
15 Cl -0.756 0.991 2.515  0.005

Entry Q
The following is a quantum chemistry calculation of C6H7ClS in the gas phase, from the OMol25 dataset.

Calculated values
* HOMO-LUMO gap: 7.8 eV
* LUMO level: -0.9 eV

Each line ends with the natural charge from an NBO analysis.
Atoms and positions in Å:
1 C 2.211 -1.684 -0.305  -0.656
2 C 1.079 -1.501 0.654  -0.140
3 C 0.130 -0.629 0.643  -0.091
4 C -0.121 0.431 -0.408  -0.149
5 C -0.522 1.768 0.134  -0.292
6 C -0.974 2.772 -0.616  -0.285
7 H 2.204 -2.522 -1.027  0.243
8 H 2.454 -0.723 -0.816  0.230
9 H 3.136 -1.817 0.262  0.219
10 H 1.108 -2.080 1.574  0.219
11 H -0.325 1.924 1.195  0.222
12 H -1.101 3.776 -0.256  0.204
13 H -1.313 2.594 -1.694  0.214
14 S 0.107 0.169 -1.997  0.068
15 Cl -1.100 -0.636 1.888  -0.007

Energy relative to the most stable one, in hartree: entry P 0.0000; entry Q 0.0273